DFT (the ωB97M-V functional and the def2-TZVPD basis) results for C11H10BNO4S in the gas phase in a non-equilibrium geometry.

Each line ends with the natural charge from an NBO analysis.
Positions of all 28 atoms, in Å:
1 S 0.199 2.145 -2.637  0.3940
2 O -3.105 -3.751 2.399  -0.5564
3 O -0.324 -1.053 2.947  -0.5588
4 O 1.610 4.779 0.390  -0.9034
5 O 1.535 5.281 -1.986  -0.8964
6 N -1.215 -2.725 1.569  -0.4858
7 C 0.320 -0.417 0.305  -0.2151
8 C -0.023 -1.845 -1.570  -0.1951
9 C 0.098 -1.683 -0.181  -0.0539
10 C -2.263 -3.611 1.533  0.5480
11 C -1.172 -1.841 2.662  0.5524
12 C 0.642 2.085 -0.171  -0.1691
13 C 0.157 0.530 -1.916  -0.1910
14 C -0.041 -2.876 0.738  -0.2460
15 C 0.343 0.708 -0.537  -0.0148
16 C 0.717 2.982 -1.176  -0.5561
17 C 0.057 -0.775 -2.406  -0.2199
18 B 1.287 4.404 -0.924  1.1218
19 H 0.365 -0.329 1.381  0.2546
20 H 1.866 5.695 0.576  0.4967
21 H 0.821 -2.874 1.400  0.2283
22 H -2.362 -4.134 0.618  0.1256
23 H 1.869 6.171 -1.826  0.4938
24 H 0.889 2.387 0.861  0.2349
25 H -2.064 -1.782 3.298  0.1633
26 H -0.194 -2.808 -2.005  0.2075
27 H -0.021 -3.775 0.120  0.2232
28 H 0.010 -0.890 -3.463  0.2178

Energy relative to the best compared isomer or geometry (same formula, charge and spin) in kcal per mole: 9.6
LUMO energy in eV: 0.254
Total charge: 0
Gap between HOMO and LUMO in eV: 8.594
SMILES string: O=CN(C=O)Cc1ccc2sc(B(O)O)cc2c1